Density functional theory data (ωB97M-V/def2-TZVPD) for a cluster of 9 separate species, C27H72O9 in total at a distorted geometry.

```
108
Properties=species:S:1:pos:R:3
H -19.21 23.93 -10.38
H -7.25 16.68 -8.84
H -18.39 17.42 -8.95
C -14.19 20.46 -14.82
H -13.98 23.58 -14.23
C -18.82 22.96 -10.70
H -11.75 13.23 -6.50
H -13.21 20.04 -14.61
O -7.19 18.58 -10.76
C -16.34 15.31 -2.30
C -16.82 18.03 -7.57
H -19.11 20.85 -12.56
H -19.26 21.07 -9.04
H -9.05 16.65 -8.71
H -19.87 19.64 -11.42
O -12.19 11.04 -7.71
O -16.97 19.41 -7.79
H -8.22 16.13 -10.17
H -14.80 20.67 -12.14
H -15.46 21.91 -14.07
H -15.87 21.75 -3.54
H -23.42 14.92 -10.95
H -16.89 22.89 -5.34
H -25.60 15.19 -9.89
H -13.38 13.81 -6.26
O -20.11 21.34 -9.40
H -15.24 12.24 -7.00
H -17.30 16.33 -0.20
H -14.66 24.92 -5.19
H -23.66 18.82 -10.25
C -11.18 17.05 -2.85
H -16.21 19.88 -7.44
H -15.88 24.89 -6.37
H -16.18 23.41 -3.00
H -14.36 22.40 -11.92
H -9.65 17.66 -11.48
C -16.12 15.04 -0.85
H -8.22 18.98 -9.11
C -10.99 18.00 -5.18
H -18.24 20.35 -11.23
H -16.31 25.16 -4.64
H -13.15 21.04 -12.24
H -24.84 16.88 -11.50
H -12.06 16.49 -3.16
H -15.09 14.76 -0.63
C -23.30 15.87 -10.43
H -14.06 22.71 -5.62
H -18.02 16.27 -7.68
C -18.10 17.33 -7.90
H -11.32 11.22 -7.35
H -14.90 19.64 -14.66
C -14.41 21.66 -13.96
C -24.32 18.13 -9.72
H -17.38 15.60 -2.45
H -9.71 19.44 -11.21
C -19.86 21.75 -10.74
H -22.52 16.45 -10.91
O -13.55 22.73 -14.34
H -14.86 10.57 -7.63
H -15.50 16.50 -8.31
H -10.41 18.34 -6.04
H -16.06 14.43 -2.89
O -14.93 22.47 -5.92
H -16.58 17.78 -6.54
H -12.72 13.60 -7.92
H -14.23 20.80 -15.86
H -15.82 17.85 -9.42
O -16.38 16.11 -0.06
H -11.36 18.94 -4.76
C -9.58 18.46 -10.75
H -14.73 18.07 -8.01
H -23.06 15.71 -9.37
H -16.63 13.61 0.67
H -9.80 16.36 -4.45
H -20.78 22.04 -11.25
O -9.20 18.12 -3.74
C -14.57 11.62 -7.58
O -25.58 16.13 -9.70
H -11.82 17.44 -5.61
H -15.66 16.11 -2.60
C -10.28 17.27 -4.11
H -10.70 16.59 -1.98
H -11.58 18.04 -2.60
C -13.17 11.75 -6.98
C -8.29 18.26 -9.93
C -15.86 23.14 -5.12
C -16.90 13.81 -0.37
H -23.95 18.07 -8.70
H -14.53 22.88 -3.42
H -8.38 17.74 -4.09
C -8.19 16.85 -9.36
H -14.54 11.92 -8.62
H -17.97 14.04 -0.37
H -25.30 18.59 -9.78
C -12.76 13.19 -6.91
C -15.69 24.60 -5.34
H -18.89 17.82 -7.32
H -17.98 22.82 -10.03
C -19.27 20.55 -11.53
C -14.13 21.47 -12.44
H -16.62 12.89 -0.88
C -15.59 22.79 -3.67
H -13.19 11.31 -5.98
H -18.44 23.17 -11.70
H -10.37 18.42 -10.00
C -15.63 17.58 -8.38
H -7.17 17.85 -11.39
C -24.56 16.76 -10.45
```

Computed properties:
Total charge: 0
E (eV): -47591.775
E_HOMO (eV): -9.97
2S+1: 1
SMILES string: CC(C)O.CC(C)O.CC(C)O.CC(C)O.CC(C)O.CC(C)O.CC(C)O.CC(C)O.CC(C)O
LUMO energy (eV): 0.12
Frontier orbital gap (eV): 10.09
Relative energy (zero: lowest compared OMol25 entry of this formula, charge and spin) (eV): 3.337